A 3-piece molecular cluster, C15H30N2O5 overall. Source: the Open Molecules 2025 dataset; level of theory: wB97M-V/def2-TZVPD.

Charge: 0
Gap between HOMO and LUMO, eV: 9.79
SMILES: CCCCCC[C@@H]1COC(=O)O1.CN(C)C=O.CN(C)C=O
Energy above the lowest of the compared OMol25 structures with the same formula, charge and spin, kcal per mole: 160.7
HOMO, eV: -9.267
Maximum force, eV/Å: 10.05
E, hartree: -1075.0398

Atoms and positions in Å:
C 0.82711 -0.41958 -0.32622
C 1.25508 1.15493 -0.17119
C 0.39250 2.20631 -1.08590
C -1.18184 1.80855 -1.30965
C -2.12968 1.94418 0.02334
C -3.13969 0.63197 0.21158
C -4.69664 0.94073 -0.22161
C -5.86357 0.35389 0.82316
O -6.95810 -0.22801 -0.01944
C -6.65329 0.28513 -1.39586
O -7.51167 0.69568 -2.35409
O -5.17628 0.20963 -1.42541
H 1.30711 -0.98764 0.60738
H -0.32149 -0.63396 -0.27213
H 1.35033 -0.88073 -1.29364
H 1.23105 1.44788 0.98320
H 2.38317 1.23185 -0.55412
H 0.39620 3.24823 -0.50493
H 0.91953 2.44454 -2.12773
H -1.23229 0.74330 -1.80592
H -1.59963 2.56233 -2.13590
H -1.53771 2.12083 1.02806
H -2.82887 2.87904 -0.13614
H -3.18445 0.25929 1.34410
H -2.71824 -0.24653 -0.47202
H -5.06056 2.04489 -0.35693
H -5.33911 -0.46375 1.49348
H -6.24880 1.27182 1.44239
C 4.58560 3.06004 0.84460
O 3.47594 3.01258 0.32975
N 4.87407 2.73762 2.15357
C 6.21726 2.82039 2.68772
C 3.80121 2.30218 3.02347
H 5.47280 3.37809 0.27265
H 6.51907 1.83008 3.04041
H 6.22245 3.52595 3.52348
H 6.92385 3.16102 1.92597
H 3.34107 1.40458 2.59934
H 3.04592 3.09187 3.07993
H 4.18068 2.08323 4.02517
C 1.52723 -4.06465 -0.92058
O 2.65226 -4.01682 -1.40087
N 0.48679 -4.83376 -1.39652
C -0.81832 -4.83437 -0.76961
C 0.70398 -5.66814 -2.56013
H 1.25380 -3.46962 -0.03368
H -1.05183 -5.85084 -0.44030
H -1.56187 -4.50458 -1.50085
H -0.84118 -4.16319 0.09328
H 1.51136 -6.37488 -2.34574
H 1.00395 -5.03542 -3.40092
H -0.20627 -6.21613 -2.81801

=====

C7H15AsIN3S5Ti as an isolated structure. Source: the Open Molecules 2025 dataset; level of theory: wB97M-V/def2-TZVPD.

Charge: -1
Gap between HOMO and LUMO (alpha / beta), eV: 7.53 / 6.04
2S+1: 2
Energy above the lowest of the compared OMol25 structures with the same formula, charge and spin, kcal per mole: 57.0
HOMO (alpha / beta), eV: -5.163 / -5.156
Maximum force, eV/Å: 3.95
E, hartree: -5813.9962

Atoms and positions in Å:
Ti -0.92590 0.21504 -0.89184
C 0.69790 -0.38062 1.73972
C 0.79518 -1.66656 0.93013
N 0.82285 -1.20552 -0.49924
C 0.85465 -2.34246 -1.45396
C -0.58067 -2.95627 -1.43293
S -1.84309 -1.81255 -0.64086
C -2.63914 0.73654 0.44278
C -1.80351 0.44258 1.70131
N -0.34401 0.49635 1.21675
H 0.55801 -0.51043 2.81215
H 1.65295 0.18009 1.52590
H -0.01246 -2.33932 1.12188
H 1.84024 -1.96352 1.15810
H 1.55126 -0.53005 -0.79022
H 0.95060 -2.00708 -2.50213
H 1.60778 -3.00696 -1.22566
H -0.89808 -3.11563 -2.47624
H -0.65485 -3.86696 -0.84103
H -2.90433 1.75536 0.41703
H -3.50850 0.01785 0.40598
H -1.88627 1.22386 2.49450
H -2.03881 -0.55220 2.04924
H 0.00287 1.46758 1.33304
S 1.56953 3.13320 1.50103
As 2.51528 2.04276 0.01094
S 1.17356 1.51626 -1.73071
S 3.86463 0.39211 0.24400
S 3.54418 3.83848 -0.89161
N -1.01509 3.53797 -0.64688
C -0.97892 2.37976 -0.84993
H -0.26053 4.15363 -0.68490
I -1.70728 0.72674 -3.54634

=====

A 13-piece molecular cluster, C78H65N13O26 overall. Source: the Open Molecules 2025 dataset; level of theory: wB97M-V/def2-TZVPD.

Charge: 0
Gap between HOMO and LUMO, eV: 7.79
Energy above the lowest of the compared OMol25 structures with the same formula, charge and spin, kcal per mole: 75.3
HOMO, eV: -9.443
Maximum force, eV/Å: 3.72
E, hartree: -5678.1073

Atoms and positions in Å:
C -1.74250 5.32125 -0.68129
C -1.91487 6.23502 -1.68086
C -3.14330 6.54918 -2.20559
C -4.23651 5.89102 -1.59398
C -4.12624 4.95641 -0.62067
C -2.85110 4.68344 -0.14714
N -5.60699 6.19987 -1.98234
O -5.80743 7.02629 -2.84714
O -6.53221 5.72702 -1.29727
H -0.66002 5.04340 -0.37299
H -1.03337 6.71950 -2.15760
H -3.43778 7.13779 -3.09897
H -4.94581 4.46829 -0.17156
H -2.80733 3.93048 0.67874
C -0.90492 -3.34194 7.41674
C 0.37441 -3.14748 6.85034
C 0.57801 -3.13000 5.47800
C -0.51940 -3.35975 4.72168
C -1.75052 -3.70554 5.17919
C -1.94132 -3.67261 6.58933
N -0.23451 -3.45938 3.30801
O -1.16510 -3.69186 2.53139
O 0.89595 -3.22552 2.96115
H -1.02927 -3.26176 8.44870
H 1.22832 -2.92436 7.49174
H 1.57750 -3.07296 5.06828
H -2.54074 -3.99830 4.47891
H -2.90062 -3.90799 6.92924
C 0.19787 6.64558 1.86626
C -0.28418 5.51289 2.58533
C 0.51936 4.36262 2.68525
C 1.75959 4.36361 2.00437
C 2.30066 5.51502 1.40275
C 1.54413 6.68317 1.36733
N 2.62276 3.19840 2.16864
O 2.11131 2.21399 2.63368
O 3.73623 3.25205 1.69017
H -0.47398 7.43932 1.70011
H -1.35566 5.52638 2.84464
H 0.24055 3.52454 3.28794
H 3.28821 5.49358 0.94537
H 1.98207 7.56892 0.90114
C -4.14524 1.55306 -0.93812
C -5.24764 1.52152 -0.10911
C -6.46681 2.04051 -0.60025
C -6.50874 2.69377 -1.85170
C -5.35434 2.89468 -2.63726
C -4.18352 2.20224 -2.19712
N -7.73802 3.32115 -2.30605
O -7.73654 3.77191 -3.42042
O -8.66292 3.25979 -1.50029
H -3.22704 1.09643 -0.56239
H -5.24283 1.06741 0.92627
H -7.37204 2.03451 -0.07409
H -5.35477 3.53179 -3.52336
H -3.32410 2.28765 -2.84613
C 1.88847 -0.84218 0.28101
C 0.53599 -0.68796 0.44845
C -0.18488 0.25543 -0.34229
C 0.58074 0.98642 -1.22150
C 1.90700 0.80003 -1.42640
C 2.58358 -0.16119 -0.67919
N -0.10884 1.98395 -2.11049
O 0.54394 2.54813 -2.97689
O -1.26959 2.24577 -1.93663
H 2.41515 -1.65336 0.89269
H 0.03212 -1.37887 1.17537
H -1.23446 0.41097 -0.24996
H 2.44199 1.44365 -2.10578
H 3.58968 -0.49856 -0.87391
C -1.26977 0.02640 -5.01052
C -2.14809 -0.36564 -4.01478
C -3.04360 -1.44605 -4.27147
C -2.93702 -2.09508 -5.48623
C -2.03410 -1.65599 -6.49505
C -1.19587 -0.65511 -6.23057
N -3.72833 -3.27277 -5.66283
O -4.59512 -3.50671 -4.87089
O -3.45436 -4.00203 -6.63171
H -0.54499 0.75931 -4.83278
H -2.17807 0.12730 -3.00673
H -3.77092 -1.75683 -3.55137
H -1.97373 -2.16581 -7.44068
H -0.46224 -0.33066 -6.98195
C -0.29105 6.42563 -5.43746
C 0.26776 7.68783 -5.14702
C 1.26194 7.78988 -4.21186
C 1.65769 6.60907 -3.57850
C 1.18153 5.37667 -3.82070
C 0.14955 5.30339 -4.77256
N 2.76457 6.70187 -2.53918
O 3.28532 5.63465 -2.23239
O 3.07981 7.79506 -2.10589
H -1.08873 6.40644 -6.14733
H -0.19508 8.50077 -5.67327
H 1.60529 8.76507 -3.93479
H 1.50555 4.48087 -3.31080
H -0.42085 4.41300 -4.97527
C 0.97036 -5.39900 0.22850
C -0.04830 -6.20102 -0.14739
C -0.07479 -6.88363 -1.34568
C 0.98252 -6.57864 -2.19692
C 2.02382 -5.72646 -1.87595
C 2.02131 -5.11843 -0.66941
N 0.94979 -7.19139 -3.46896
O -0.10849 -7.62194 -3.88447
O 1.92894 -7.11569 -4.21566
H 1.02104 -4.98666 1.21164
H -0.89809 -6.19587 0.49016
H -0.79164 -7.57015 -1.70354
H 2.83676 -5.60079 -2.62053
H 2.89239 -4.50649 -0.39135
C -1.49124 -4.02255 -2.71126
C -1.05764 -4.58109 -3.90514
C 0.09615 -4.07508 -4.45290
C 0.73190 -3.01083 -3.78591
C 0.32555 -2.45830 -2.58014
C -0.80020 -3.01666 -1.99329
N 1.91359 -2.39983 -4.43644
O 2.01269 -2.62582 -5.62110
O 2.64623 -1.77127 -3.70263
H -2.34316 -4.46223 -2.27808
H -1.47505 -5.50365 -4.34487
H 0.58486 -4.51788 -5.31162
H 0.91041 -1.73855 -2.07185
H -1.14527 -2.78505 -1.00711
C 6.70592 1.39315 -0.10363
C 6.83280 1.37683 1.27234
C 8.00863 1.07286 1.85696
C 9.07044 0.67480 1.03649
C 8.98240 0.54972 -0.33383
C 7.77783 0.95465 -0.88641
N 10.32924 0.27273 1.67633
O 10.94899 -0.59663 1.08462
O 10.65179 0.77170 2.71506
H 5.79000 1.66733 -0.61699
H 5.89249 1.69589 1.82088
H 8.25141 1.17686 2.90720
H 9.78196 0.25610 -0.94087
H 7.59492 1.02096 -1.92662
C -5.39614 -4.39815 3.81704
C -5.50915 -2.98953 3.87356
C -4.88124 -2.08990 2.99091
C -4.17287 -2.73558 2.01327
C -4.03688 -4.12032 1.91864
C -4.63450 -4.96645 2.87740
N -3.32011 -2.00327 1.09439
O -3.09656 -2.38472 -0.03169
O -2.97253 -0.92105 1.53917
H -5.93917 -5.00420 4.52276
H -6.11664 -2.60849 4.70353
H -5.14890 -1.02381 2.96823
H -3.41787 -4.59553 1.15970
H -4.53304 -6.05932 2.86804
C 5.04631 -3.10616 1.17098
C 6.26365 -2.72207 1.71334
C 6.76670 -3.36615 2.81613
C 6.04644 -4.43370 3.31492
C 4.78445 -4.81456 2.86510
C 4.29505 -4.14948 1.76158
N 6.62207 -5.24835 4.32224
O 6.13772 -6.31705 4.61251
O 7.57061 -4.75405 4.90333
H 4.75157 -2.69777 0.15636
H 6.90299 -1.92937 1.22739
H 7.72402 -3.18762 3.26357
H 4.24724 -5.58025 3.40587
H 3.30965 -4.40197 1.51302
C -0.43708 0.02239 5.74005
C -1.78735 0.08613 6.09083
C -2.74557 0.68918 5.26608
C -2.27865 1.06491 4.02059
C -0.97747 0.99550 3.62473
C -0.04702 0.44764 4.45977
N -3.28047 1.58181 3.10977
O -4.44769 1.74206 3.48206
O -2.91548 1.94022 2.01139
H 0.27332 -0.41010 6.44300
H -2.03773 -0.23510 7.08866
H -3.78965 0.82223 5.52425
H -0.64939 1.29529 2.60870
H 0.99941 0.37593 4.18230

=====

A 15-piece molecular cluster, C3H38NO14S overall. Source: the Open Molecules 2025 dataset; level of theory: wB97M-V/def2-TZVPD.

Charge: +1
Gap between HOMO and LUMO, eV: 9.15
Energy above the lowest of the compared OMol25 structures with the same formula, charge and spin, kcal per mole: 29.3
HOMO, eV: -11.263
Maximum force, eV/Å: 2.50
E, hartree: -1643.1554

Atoms and positions in Å:
C -0.15292 -1.81498 2.04719
C -0.41540 -0.27767 2.25171
C -0.59782 0.07022 3.72479
S -1.92826 1.22538 3.89329
N -0.28641 -2.21303 0.61868
H 0.83804 -2.09429 2.42853
H -0.79063 -2.46652 2.62823
H -1.30568 0.05249 1.70188
H 0.36488 0.24616 1.62871
H 0.38829 0.41101 4.01182
H -1.00504 -0.81810 4.32808
H -1.28045 2.27487 4.32141
H 0.27318 -1.50936 0.09520
H 0.23202 -3.06360 0.36403
H -1.20183 -2.40145 0.24249
H 0.46505 4.90991 1.70535
H -0.03762 5.76336 2.84922
O 0.16369 4.84853 2.62020
H 1.28938 2.78783 -2.44290
H 2.44826 3.64367 -2.28430
O 2.20880 2.71345 -2.14599
H -4.66223 -4.20425 -0.94179
H -3.61013 -5.24398 -0.64568
O -3.72880 -4.28858 -0.71816
H -4.39218 3.23211 -0.44659
H -3.67559 3.08093 0.84969
O -3.51085 3.04458 -0.10238
H 3.25525 -1.12756 0.49745
H 2.56723 -1.23829 -0.96878
O 2.62045 -1.58083 -0.05878
H -1.35000 2.59364 0.20157
H -0.20601 2.33370 1.24821
O -0.53021 2.11046 0.36592
H 2.29542 1.45344 -3.92036
H 2.76521 1.88010 -5.35367
O 2.10696 2.01564 -4.66625
H 2.23516 2.48035 3.40035
H 1.65467 3.25290 2.27248
O 1.90058 2.32784 2.50535
H -2.62927 -0.99575 -0.13040
H -2.63015 0.51300 -0.43147
O -3.21744 -0.24952 -0.26610
H 2.63980 -0.53745 -3.27436
H 2.87302 0.78455 -2.37273
O 2.99504 -0.17870 -2.44934
H 0.62121 -5.38783 2.16441
H 1.25718 -5.58303 0.79117
O 0.75573 -4.94198 1.31852
H 2.00837 -3.27483 -0.58629
H 1.50368 -4.08531 -1.73270
O 1.24910 -3.83809 -0.83398
H -1.05056 -0.84172 -2.26301
H -0.29907 0.56129 -2.03188
O -0.25527 -0.39488 -1.96328
H 0.21961 1.79318 -4.58868
H -1.07587 1.20945 -5.04616
O -0.36953 1.03755 -4.40990

=====

C4H3NOS2 as an isolated structure. Source: the Open Molecules 2025 dataset; level of theory: wB97M-V/def2-TZVPD.

Charge: 0
Gap between HOMO and LUMO, eV: 9.17
Energy above the lowest of the compared OMol25 structures with the same formula, charge and spin, kcal per mole: 75.5
HOMO, eV: -8.771
Maximum force, eV/Å: 3.49
E, hartree: -1080.4689

Atoms and positions in Å:
C -0.07962 0.41078 1.97528
C -0.26420 -0.69398 -0.49409
C -0.10711 -1.09476 -1.76811
C 0.06986 0.68272 -0.47715
H 1.01531 0.54996 2.05232
H -0.20176 0.64937 3.11862
H 0.07095 -2.12684 -2.30597
N 0.47673 1.10863 -1.67389
O 0.21392 -0.03174 -2.48524
S -0.62597 -1.09431 1.17553
S -0.56809 1.64016 0.88270

=====

Table of molar mass (g/mol), in record order: 318.4; 551.2; 1600.4; 344.4; 145.2